Formula: C9H15NO2
Source: the OMol25 dataset
Level of theory: ωB97M-V with the def2-TZVPD basis set

ORCA input file:
```
! RIJCOSX wB97M-V def2-TZVPD def2/J DEFGRID3
* xyz 0 1
C -2.30 0.48 -0.10
C -1.99 1.04 1.08
C -1.16 0.13 -1.01
C -0.65 1.45 1.68
C 0.45 1.41 0.55
C 0.34 0.17 -0.29
C 1.46 0.22 -1.34
C 0.44 -2.40 -0.15
C 0.55 -1.02 0.59
N -1.42 -0.36 -2.16
O 0.17 2.53 -0.21
O 1.86 -1.05 1.15
H -3.17 0.11 -0.62
H -2.71 1.33 1.81
H -0.75 2.48 2.15
H -0.36 0.66 2.35
H 1.39 1.57 0.94
H 2.22 -0.49 -1.02
H 1.72 1.19 -1.44
H 1.02 -0.19 -2.23
H 0.97 -2.23 -1.08
H -0.64 -2.65 -0.36
H 0.62 -3.25 0.45
H -0.18 -1.01 1.53
H -0.58 -0.60 -2.53
H 0.63 2.44 -1.06
H 2.05 -1.97 1.32
*
```

As for the orbital gap: 10.164 eV. The relative energy (zero: lowest compared OMol25 entry of this formula, charge and spin) is 67.6 kcal per mole. As for the SMILES: [H]/N=C1/C=CC[C@H](O)[C@@]1(C)[C@@H](C)O.